13
Properties=species:S:1:pos:R:3:forces:R:3:mulliken_charge:R:1 method="wB97M-V/def2-TZVPD" charge=+1 fmax_ev_per_a=4.9 energy_ev=-16462.5106 orbital_gap_ha="0.2811 / 0.2812" relative_energy_kcal_mol=94.8 lumo_energy_ha="-0.189 / -0.189"
C -1.5139 -0.5424 0.2297 -2.105 -0.935 1.220 -0.520
N 2.3987 -0.4069 -0.2563 -3.806 1.165 -2.904 -0.329
N 1.3096 -0.1498 0.4747 -0.650 -0.827 -1.543 -0.301
N -1.1005 0.7739 -0.4005 -0.130 -1.951 -1.952 -0.245
S -0.3164 -1.7906 -0.0656 1.486 0.673 0.179 -0.074
H -1.6520 -0.5064 1.3479 0.582 1.093 -1.008 0.298
H -2.6035 -0.8227 -0.0305 1.841 0.454 -0.439 0.354
H 3.0704 -0.9999 0.1177 1.415 -1.552 0.462 0.252
H 2.0024 -0.5899 -1.2622 2.061 0.408 2.286 0.295
H 1.5159 -0.2625 1.4446 0.176 -0.402 1.077 0.207
H -1.3295 0.8180 -1.4350 0.271 -0.100 1.541 0.367
H -1.5452 1.4665 0.0949 -1.680 2.527 1.060 0.334
H -0.0992 0.9265 -0.2446 0.541 -0.555 0.020 0.362